1.
Molecular formula: C14H33Br2Cl2CsKN2NaO18P2SSi2
Method: DFT, ωB97M-V/def2-TZVPD

Last column: Mulliken charge in e.
Cartesian coordinates (Å):
C 4.84 -1.38 -0.06  -1.47
C 4.08 -0.65 -1.23  0.16
O 2.81 -0.25 -0.76  -0.31
C 2.03 0.32 -1.81  -0.69
C 0.95 -0.70 -2.34  0.22
O -0.32 -0.07 -2.23  -0.27
Si -1.55 -1.26 -2.11  0.42
O -3.12 -0.64 -2.28  -0.40
Si -3.66 0.22 -0.90  0.55
P -2.31 1.80 -0.14  0.15
S -3.29 2.68 1.31  -0.36
C -1.27 -2.22 -0.53  0.37
Cl -1.12 -1.37 1.19  -0.17
C -1.10 -3.62 -0.52  -0.60
C -0.82 -4.34 0.86  -1.05
Cl -1.16 -4.69 -2.04  -0.40
H 5.93 -1.15 -0.19  0.22
H 4.67 -2.47 -0.06  0.40
H 4.42 -0.96 0.87  0.49
H 4.67 0.25 -1.48  0.36
H 4.04 -1.31 -2.12  -0.01
H 1.50 1.18 -1.35  0.28
H 2.69 0.66 -2.63  0.29
H 1.23 -0.95 -3.38  -0.20
H 1.06 -1.61 -1.72  0.28
H -1.34 -2.17 -3.26  -0.27
H -4.95 0.88 -1.18  -0.14
H -3.90 -0.72 0.22  -0.14
H -2.02 2.76 -1.16  0.10
H -1.05 1.32 0.33  0.04
H -1.69 -4.15 1.54  0.33
H 0.06 -3.83 1.28  0.29
H -0.58 -5.41 0.74  0.31
C 0.88 0.97 4.87  -1.06
C 1.65 0.13 3.87  0.18
O 1.02 -1.13 3.66  -0.32
H 0.79 0.45 5.83  0.27
H 1.37 1.94 5.04  0.37
H -0.14 1.16 4.51  0.17
H 2.66 -0.06 4.24  0.31
H 1.73 0.65 2.91  0.09
H 0.12 -0.97 3.32  -0.18
K 7.59 -1.19 0.76  0.97
O 6.80 -2.55 4.58  -0.65
H 7.15 -3.45 4.72  0.40
H 5.92 -2.59 4.95  0.30
Br 4.69 -2.58 -5.27  -0.14
C 3.13 -1.45 -5.56  0.12
C 3.36 -0.47 -6.68  -0.60
Br 4.49 1.01 -6.09  -0.12
H 2.90 -0.98 -4.62  -0.39
H 2.33 -2.14 -5.82  0.40
H 2.42 -0.01 -6.98  0.35
H 3.84 -0.91 -7.55  0.40
N -6.19 4.70 0.15  0.95
O -5.95 5.91 0.33  -0.66
O -6.94 4.08 0.94  -0.63
O -5.67 4.10 -0.82  -0.63
C -11.52 3.68 -0.25  -0.29
C -10.13 3.55 0.33  -0.34
O -9.46 4.68 -0.20  -0.16
C -10.39 5.61 -0.51  0.59
O -10.15 6.73 -0.82  -0.53
O -11.65 5.09 -0.42  -0.35
H -12.29 3.30 0.42  0.28
H -11.61 3.20 -1.22  0.24
H -10.12 3.61 1.42  0.26
H -9.64 2.63 0.03  0.29
N 6.79 -5.58 6.97  0.91
O 5.64 -5.69 7.43  -0.63
O 6.96 -5.18 5.80  -0.68
O 7.77 -5.89 7.68  -0.63
Na -1.97 -0.52 3.44  0.71
Cs -3.73 -4.93 -1.17  0.90
O 7.16 3.03 0.11  -0.54
P 7.17 2.98 -1.42  0.90
O 7.46 1.55 -1.87  -0.57
O 8.25 3.94 -1.93  -0.53
O 5.82 3.43 -1.98  -0.48

## Properties
**E_tot**: -10527.44328 hartree
**Largest force on an atom**: 7.527 eV/A
**HOMO**: -1.0 eV
**Net charge**: -2
**HOMO-LUMO gap**: 1.4 eV



2.
Molecular formula: C14H33F3N3O7S2
Method: DFT, ωB97M-V/def2-TZVPD

Last column: natural (NBO) charge in e.
Cartesian coordinates (Å):
C -2.40 -1.31 3.27  -0.63
C -1.67 -2.66 3.28  -0.68
S -1.89 -3.65 1.80  2.31
O -1.49 -4.98 2.17  -1.00
O -3.29 -3.62 1.48  -0.99
N -0.90 -3.20 0.61  -1.22
S -0.87 -1.63 0.31  2.30
O -2.15 -1.00 0.17  -0.99
O 0.03 -0.95 1.21  -1.02
C -0.11 -1.58 -1.31  -0.69
C 0.59 -0.26 -1.58  -0.08
O -0.30 0.84 -1.76  -0.53
C -0.39 1.69 -0.66  -0.17
C 0.88 2.49 -0.39  0.94
F 0.61 3.70 0.04  -0.33
F 1.58 1.93 0.59  -0.34
F 1.68 2.57 -1.42  -0.32
H -2.80 -1.12 4.26  0.19
H -3.23 -1.36 2.59  0.24
H -1.72 -0.51 3.01  0.22
H -2.12 -3.25 4.07  0.23
H -0.63 -2.56 3.53  0.24
H 0.67 -2.34 -1.27  0.24
H -0.80 -1.90 -2.08  0.23
H 1.11 -0.39 -2.53  0.18
H 1.34 -0.11 -0.82  0.20
H -0.71 1.18 0.24  0.24
H -1.16 2.41 -0.90  0.21
C -3.60 1.71 -5.13  -0.61
C -2.20 2.24 -5.40  -0.08
C -1.44 1.44 -6.47  -0.07
O -0.93 0.20 -6.03  -0.55
C -1.86 -0.87 -6.01  -0.25
N -1.47 2.30 -4.14  -0.83
H -3.59 0.81 -4.51  0.21
H -4.19 2.46 -4.59  0.22
H -4.13 1.48 -6.06  0.19
H -2.31 3.26 -5.79  0.18
H -0.56 2.02 -6.76  0.18
H -2.04 1.30 -7.38  0.16
H -2.58 -0.79 -6.83  0.16
H -2.39 -0.91 -5.05  0.18
H -1.30 -1.80 -6.12  0.19
H -0.57 2.75 -4.30  0.35
H -1.22 1.36 -3.87  0.38
C 2.06 0.48 3.51  -0.62
C 2.29 -0.07 4.91  -0.08
C 3.51 0.53 5.62  -0.07
O 4.76 0.03 5.18  -0.55
C 5.26 0.63 3.99  -0.25
N 2.36 -1.53 4.85  -0.81
H 2.75 0.05 2.78  0.20
H 1.06 0.24 3.17  0.25
H 2.17 1.56 3.49  0.19
H 1.41 0.20 5.51  0.18
H 3.46 0.27 6.68  0.17
H 3.50 1.63 5.57  0.16
H 4.99 1.68 3.92  0.17
H 4.89 0.09 3.11  0.17
H 6.34 0.54 4.01  0.18
H 2.41 -1.91 5.80  0.34
H 3.26 -1.78 4.45  0.35

## Properties
**E_tot**: -2340.16519 hartree
**Largest force on an atom**: 2.029 eV/A
**HOMO**: -5.5 eV
**Net charge**: -1
**HOMO-LUMO gap**: 8.1 eV



3.
Molecular formula: C14H33F6MnN3O9S2
Method: DFT, ωB97M-V/def2-TZVPD

Last column: Mulliken spin population.
Cartesian coordinates (Å):
Mn 0.65 -0.24 0.58  4.60
C -1.02 -3.97 3.04  0.01
F 0.10 -3.79 3.77  0.00
F -0.70 -4.94 2.15  0.00
F -1.98 -4.42 3.90  0.00
S -1.56 -2.28 2.13  0.02
O -2.59 -2.63 1.13  0.00
O -2.02 -1.41 3.23  0.00
O -0.35 -1.68 1.44  0.05
C 2.36 3.49 -1.80  0.00
F 3.34 3.99 -2.56  0.00
F 2.21 4.38 -0.72  0.00
F 1.21 3.38 -2.42  0.00
S 2.90 1.78 -1.12  0.01
O 4.05 1.92 -0.29  0.00
O 1.80 1.39 -0.23  0.02
O 3.13 1.00 -2.33  0.00
C 2.76 -2.33 2.58  0.00
C 3.22 -1.27 1.60  -0.02
C 3.23 -1.66 0.10  0.02
O 1.87 -1.84 -0.23  0.00
C 1.73 -2.97 -1.10  0.01
N 2.51 -0.01 1.89  0.09
H 1.69 -2.37 2.78  0.00
H 3.39 -2.36 3.47  0.00
H 3.05 -3.24 2.04  0.00
H 4.25 -0.97 1.83  0.00
H 3.83 -2.56 -0.04  0.00
H 3.83 -0.98 -0.50  -0.01
H 2.12 -3.86 -0.60  0.00
H 2.44 -2.83 -1.92  0.00
H 0.71 -3.20 -1.41  0.00
H 2.34 -0.10 2.88  0.00
H 3.23 0.69 1.86  0.00
C -0.61 3.06 0.56  0.01
C -1.20 2.31 1.79  -0.03
C -2.69 1.87 1.60  0.00
O -2.72 0.84 0.57  0.00
C -4.01 0.20 0.39  0.00
N -0.38 1.16 2.13  0.11
H -0.64 2.29 -0.21  0.03
H 0.40 3.44 0.66  0.00
H -1.38 3.80 0.34  0.00
H -1.16 2.94 2.68  0.00
H -3.25 2.74 1.27  0.00
H -3.00 1.22 2.42  0.00
H -4.69 0.96 0.00  0.00
H -4.33 -0.14 1.37  0.00
H -3.90 -0.62 -0.32  0.00
H 0.39 1.60 2.60  0.00
H -0.99 0.78 2.84  0.00
C 0.62 -0.52 -3.07  0.01
C -0.41 0.39 -2.31  0.03
C -1.66 0.75 -3.13  0.00
O -2.58 1.38 -2.31  0.00
C -3.70 1.66 -2.98  0.00
N -0.65 -0.41 -1.11  0.03
H 1.42 -0.82 -2.39  0.00
H 1.00 -0.03 -3.97  0.00
H 0.05 -1.34 -3.49  0.00
H 0.19 1.28 -2.10  0.00
H -2.11 -0.16 -3.53  0.00
H -1.21 1.30 -3.96  0.00
H -4.15 0.68 -3.15  0.00
H -3.62 2.33 -3.84  0.00
H -4.23 2.26 -2.24  0.00
H -1.54 0.01 -0.87  -0.03
H -1.02 -1.31 -1.37  0.01

## Properties
**E_tot**: -3941.24271 hartree
**Largest force on an atom**: 3.880 eV/A
**HOMO (spin up / spin down)**: -8.7 / -10.0 eV
**HOMO-LUMO gap (spin up / spin down)**: 9.0 / 10.3 eV
**Spin multiplicity**: 6
**⟨S²⟩**: 8.753



4.
Molecular formula: C14H33IN3O2
Method: DFT, ωB97M-V/def2-TZVPD

Last column: natural (NBO) charge in e.
Cartesian coordinates (Å):
N -2.83 2.61 4.49  -0.87
C -3.92 3.41 3.89  -0.21
I -4.13 5.27 5.06  -0.01
C -5.34 2.68 3.95  0.69
O -6.37 3.43 3.76  -0.74
O -5.55 1.34 4.22  -0.80
H -1.97 2.67 3.91  0.34
H -3.05 1.61 4.54  0.40
H -3.65 3.75 2.83  0.20
C -0.67 -0.11 -1.92  -0.62
C -2.06 0.07 -1.33  -0.21
N -2.12 1.02 -0.23  -0.46
C -3.36 0.96 0.53  -0.21
C -4.66 1.32 -0.19  -0.64
C -1.63 2.37 -0.52  -0.21
C -2.27 3.13 -1.67  -0.64
H 0.06 -0.35 -1.14  0.21
H -0.67 -0.92 -2.64  0.21
H -0.33 0.79 -2.44  0.20
H -2.38 -0.91 -0.97  0.20
H -2.76 0.34 -2.14  0.16
H -3.27 1.59 1.43  0.21
H -3.47 -0.06 0.92  0.19
H -4.74 2.40 -0.37  0.20
H -5.51 1.04 0.43  0.24
H -4.76 0.80 -1.15  0.19
H -0.55 2.30 -0.72  0.18
H -1.69 2.98 0.39  0.20
H -2.35 2.53 -2.58  0.20
H -1.66 4.00 -1.92  0.20
H -3.26 3.50 -1.41  0.21
C 2.05 -2.69 0.60  -0.62
C 3.45 -3.15 0.24  -0.21
N 3.74 -3.09 -1.18  -0.45
C 4.95 -3.82 -1.56  -0.20
C 6.28 -3.33 -1.00  -0.63
C 3.58 -1.78 -1.82  -0.22
C 4.37 -0.61 -1.25  -0.64
H 1.29 -3.22 0.02  0.21
H 1.85 -2.88 1.66  0.22
H 1.92 -1.61 0.44  0.20
H 3.54 -4.19 0.57  0.19
H 4.18 -2.58 0.83  0.16
H 5.02 -3.86 -2.66  0.19
H 4.82 -4.86 -1.26  0.19
H 6.61 -2.40 -1.48  0.20
H 7.06 -4.08 -1.20  0.21
H 6.25 -3.17 0.08  0.21
H 2.51 -1.52 -1.79  0.20
H 3.80 -1.87 -2.89  0.19
H 4.29 -0.54 -0.16  0.21
H 3.97 0.33 -1.66  0.21
H 5.42 -0.65 -1.53  0.20

## Properties
**E_tot**: -1165.67190 hartree
**Largest force on an atom**: 5.853 eV/A
**HOMO**: -4.3 eV
**Net charge**: -1
**HOMO-LUMO gap**: 6.5 eV



E_tot of number 2 (C14H33F3N3O7S2)?
-2340.16519 hartree



Which value of largest force on an atom does entry 2 give?
2.029 eV/A



The lowest largest force on an atom belongs to which entry?
C14H33F3N3O7S2